[1]
Below is a cluster of 4 separate species, C6H20N2O3 in total, with properties calculated with ωB97M-V/def2-TZVPD.

Computed properties:
- SMILES string = C/C(N)=C/CCCN.O.O.O

Last column: Löwdin charge in e.
Element x y z (Å)
1 C -2.3868 -0.3274 2.4587  -0.05
2 C -1.3096 -0.4207 1.4154  -0.43
3 N -1.5180 -1.4424 0.5063  0.11
4 C -0.1666 0.2695 1.4794  -0.10
5 C 1.0290 0.3326 0.5687  -0.22
6 C 0.9378 1.3946 -0.5201  -0.19
7 C 2.2023 1.4232 -1.3827  -0.28
8 N 2.2811 0.4258 -2.4828  0.00
9 H -2.1948 0.0305 3.4661  0.08
10 H -3.1259 0.3366 1.9894  0.07
11 H -2.9554 -1.2505 2.5971  0.08
12 H -1.0023 -1.5683 -0.3543  0.04
13 H -2.4824 -1.7069 0.3782  0.09
14 H -0.0774 0.9070 2.3621  0.10
15 H 1.9645 0.4669 1.1230  0.12
16 H 1.1651 -0.6859 0.2412  0.05
17 H 1.0285 2.3712 -0.0343  0.11
18 H 0.0069 1.1783 -1.0519  0.11
19 H 3.1045 1.2692 -0.7837  0.11
20 H 2.2859 2.4117 -1.8456  0.10
21 H 1.3440 0.3126 -2.8434  0.04
22 H 2.6971 -0.4098 -2.0952  0.06
23 O -3.1441 2.3706 0.1197  -0.06
24 H -2.4441 2.8900 -0.2906  0.03
25 H -2.6677 1.8845 0.8042  0.00
26 O -0.6300 -1.6718 -2.3075  -0.04
27 H -0.8659 -2.2375 -3.0456  0.05
28 H 0.1015 -1.1249 -2.6089  0.01
29 O 2.5692 -2.4852 0.5582  -0.04
30 H 1.8189 -2.0677 0.1609  -0.02
31 H 2.4347 -2.8756 1.4180  0.04

Cartesian forces (eV/Å) of the 2 atoms listed first:
-1.36 0.32 -0.70
1.38 -1.22 0.28

=====

[2]
Below is the molecule C5H8O2, with properties calculated with ωB97M-V/def2-TZVPD.

Last column: Löwdin charge in e.
Element x y z (Å)
1 O -1.9789 1.0739 -0.6255  -0.05
2 C -1.3424 -0.1330 -0.3042  -0.27
3 C -0.0107 -0.2726 -1.0753  -0.10
4 C 1.1181 0.1936 -0.1550  -0.28
5 C 1.0819 -0.6283 1.1272  -0.13
6 C 0.1865 0.5055 1.6494  0.00
7 O 0.5910 1.3056 0.6337  -0.10
8 H -1.3560 1.7695 -0.3610  0.09
9 H -2.0302 -0.9595 -0.4822  0.13
10 H 0.1944 -1.3016 -1.3958  0.12
11 H -0.0637 0.3437 -1.9814  0.12
12 H 2.0647 0.4450 -0.6466  0.15
13 H 0.7464 -1.6687 1.0784  0.12
14 H 1.9958 -0.5509 1.7201  0.12
15 H -1.1971 -0.1221 0.8183  0.08

Cartesian forces (eV/Å) of the 2 atoms listed first:
0.02 0.26 -0.07
0.01 -0.30 -0.03

=====

no.,orbital gap (eV),E_HOMO (eV)
1,8.288,-7.9
2,9.702,-8.9